No. 1
A single C5H7N molecule, computed with ωB97M-V with the def2-TZVPD basis set.

Calculated values
E_HOMO ... -9.25 eV
Energy above the lowest of the compared OMol25 structures with the same formula, charge and spin ... 271.3 kJ/mol
HOMO-LUMO gap ... 0.3814 hartree
Structure (SMILES) ... C#C[C@@H]1N[C@@H]1C
Energy ... -6785.70126 eV

Last column: Löwdin charge in e.
Atoms and positions in Å:
C (0.877, -0.464, -1.227)  -0.059
C (-0.200, -1.045, -0.347)  -0.335
N (0.006, -1.226, 1.083)  0.058
C (-0.954, -0.207, 0.629)  -0.299
C (-0.651, 1.200, 0.787)  -0.105
C (-0.424, 2.373, 0.943)  0.118
H (1.391, 0.365, -0.729)  0.074
H (1.616, -1.231, -1.482)  0.077
H (0.450, -0.081, -2.160)  0.081
H (-0.761, -1.865, -0.795)  0.131
H (0.869, -0.768, 1.371)  0.099
H (-1.990, -0.465, 0.838)  0.135
H (-0.230, 3.413, 1.090)  0.026



No. 2
2 unconnected molecules or ions with the total composition C17H16FNO2 at a distorted geometry, computed with ωB97M-V with the def2-TZVPD basis set.

Calculated values
E_HOMO ... -7.39 eV
Energy above the lowest of the compared OMol25 structures with the same formula, charge and spin ... 78.0 kJ/mol
HOMO-LUMO gap ... 0.1706 hartree
Energy ... -26188.76248 eV

Last column: Löwdin charge in e.
Atoms and positions in Å:
C (1.784, -0.908, 2.894)  -0.037
C (0.623, -0.048, 2.441)  -0.582
N (-0.530, -0.735, 2.241)  0.070
C (-1.729, -0.147, 2.477)  -0.591
C (-2.793, -1.075, 3.020)  -0.037
O (-2.045, 1.027, 2.218)  -0.021
O (0.825, 1.159, 2.241)  -0.010
H (1.484, -1.950, 3.012)  0.061
H (2.592, -0.831, 2.159)  0.068
H (2.166, -0.538, 3.852)  0.076
H (-2.394, -2.069, 3.226)  0.062
H (-3.212, -0.655, 3.940)  0.077
H (-3.604, -1.152, 2.287)  0.070
F (0.964, 5.452, -2.317)  0.066
C (0.622, 4.182, -1.929)  -0.210
C (-0.093, 4.016, -0.740)  0.037
C (-0.376, 2.723, -0.341)  0.042
C (0.016, 1.588, -1.109)  -0.161
C (-0.368, 0.311, -0.616)  0.137
C (0.019, -0.964, -1.095)  -0.174
C (-0.789, -2.088, -0.746)  0.015
C (-0.478, -3.363, -1.189)  -0.048
C (0.641, -3.566, -2.017)  -0.036
C (1.464, -2.481, -2.362)  -0.059
C (1.178, -1.203, -1.893)  -0.004
C (0.677, 1.832, -2.348)  0.008
C (1.013, 3.121, -2.743)  0.015
H (-0.398, 4.875, -0.148)  0.134
H (-0.913, 2.533, 0.587)  0.118
H (-1.102, 0.336, 0.188)  0.106
H (-1.663, -1.903, -0.119)  0.123
H (-1.102, -4.206, -0.886)  0.115
H (0.876, -4.567, -2.383)  0.114
H (2.344, -2.629, -2.993)  0.112
H (1.849, -0.373, -2.119)  0.108
H (0.893, 1.001, -3.019)  0.108
H (1.559, 3.294, -3.671)  0.128



No. 3
A single C2H2N2O3S molecule at a distorted geometry, computed with ωB97M-V with the def2-TZVPD basis set.

Calculated values
E_HOMO ... -9.50 eV
Energy above the lowest of the compared OMol25 structures with the same formula, charge and spin ... 360.2 kJ/mol
HOMO-LUMO gap ... 0.3048 hartree
Energy ... -22060.66726 eV

Last column: Löwdin charge in e.
Atoms and positions in Å:
C (-0.550, 0.388, -1.077)  -0.474
C (0.885, 0.102, -0.848)  -0.415
N (-1.170, 0.079, 0.083)  -0.042
N (-0.593, -0.568, 1.141)  -0.232
O (-1.110, 0.912, -1.992)  0.134
O (1.830, 0.346, -1.440)  0.194
O (1.897, -0.427, 1.497)  -0.520
S (1.008, -1.170, 0.575)  1.006
H (-2.182, 0.087, 0.231)  0.170
H (-0.016, 0.251, 1.828)  0.180



No. 4
A molecular structure, C13H42O8 at a distorted geometry, computed with ωB97M-V with the def2-TZVPD basis set.

Calculated values
E_HOMO ... -8.54 eV
Energy above the lowest of the compared OMol25 structures with the same formula, charge and spin ... 1136.7 kJ/mol
HOMO-LUMO gap ... 0.3132 hartree
Energy ... -30530.84929 eV

Last column: Löwdin charge in e.
Atoms and positions in Å:
C (-2.162, 1.264, -2.882)  -0.145
O (-1.297, 2.157, -3.559)  -0.129
H (-1.579, 0.707, -2.148)  0.040
H (-2.961, 1.731, -2.305)  0.066
H (-2.524, 0.537, -3.609)  0.102
H (-1.220, 2.882, -2.935)  0.068
C (-3.334, 1.075, -0.208)  -0.215
O (-3.452, -0.195, -0.789)  -0.138
H (-3.601, 1.135, 0.847)  0.103
H (-2.323, 1.471, -0.297)  -0.024
H (-3.965, 1.813, -0.706)  0.081
H (-3.521, -0.862, -0.102)  -0.231
C (-0.728, -0.825, -0.096)  -0.124
O (-1.412, -1.528, 0.892)  -0.067
H (0.111, -0.237, 0.276)  0.031
H (-0.365, -1.507, -0.865)  0.097
H (-1.504, -0.219, -0.563)  0.061
H (-0.716, -2.037, 1.313)  -0.146
C (1.716, -2.663, -1.190)  -0.152
O (2.232, -3.152, 0.037)  -0.121
H (0.769, -2.950, -1.648)  0.093
H (1.609, -1.581, -1.126)  0.030
H (2.477, -2.768, -1.964)  0.086
H (1.515, -3.001, 0.657)  -0.028
C (1.243, 1.208, -2.944)  -0.027
C (2.453, 0.735, -2.084)  -0.410
C (2.067, 0.665, -0.627)  -0.076
O (2.688, -0.630, -2.439)  -0.111
H (0.944, 2.257, -2.944)  0.070
H (0.321, 0.690, -2.682)  0.062
H (1.557, 1.110, -3.984)  0.089
H (3.336, 1.356, -2.234)  0.137
H (1.219, 0.009, -0.428)  0.024
H (1.843, 1.693, -0.343)  0.056
H (2.906, 0.397, 0.014)  0.099
H (3.497, -0.989, -2.067)  0.094
C (-0.797, 2.472, 0.200)  -0.042
C (-0.340, 3.023, 1.630)  -0.421
C (1.160, 2.743, 1.919)  -0.050
O (-0.517, 4.405, 1.482)  -0.037
H (-0.178, 2.724, -0.661)  0.089
H (-1.854, 2.734, 0.164)  0.069
H (-0.828, 1.383, 0.238)  0.036
H (-0.924, 2.537, 2.411)  0.137
H (1.629, 3.316, 2.719)  0.077
H (1.763, 3.055, 1.067)  0.068
H (1.342, 1.692, 2.147)  0.051
H (-1.142, 4.618, 2.178)  0.093
C (1.907, -3.418, 2.776)  0.000
C (0.708, -2.454, 2.574)  -0.344
C (0.821, -0.957, 2.439)  -0.026
O (0.173, -2.744, 1.301)  -0.009
H (2.534, -3.386, 1.884)  0.064
H (1.595, -4.462, 2.785)  0.094
H (2.520, -3.148, 3.636)  0.095
H (-0.028, -2.608, 3.363)  0.155
H (0.015, -0.403, 1.958)  0.074
H (1.672, -0.626, 1.843)  0.089
H (0.740, -0.444, 3.397)  0.102
H (-0.183, -3.631, 1.392)  0.179
O (-3.522, -1.840, 0.388)  0.102
H (-2.601, -1.648, 0.564)  -0.103
H (-3.509, -2.683, -0.064)  0.110